[1]
Molecular formula: C4H5NO2
Method: DFT, the ωB97M-V functional and the def2-TZVPD basis

## Properties
* frontier orbital gap: 9.61 eV
* SMILES: Cc1coc(=O)[nH]1
* molecular weight: 99.09 g mol⁻¹
* energy relative to the best compared isomer or geometry (same formula, charge and spin): 7.2 kcal per mole

Structure (ORCA input):
```
! wB97M-V def2-TZVPD RIJCOSX def2/J DEFGRID3
* xyz 0 1
C 0.10678 -0.22771 -1.74911
C 0.15310 0.01787 -0.27672
C 1.10070 -0.30789 0.60351
O 0.64452 -0.17617 1.89887
C -0.66937 0.21530 1.83402
O -1.39241 0.33141 2.78157
N -0.97697 0.41128 0.48314
H -0.72562 -0.90203 -1.99187
H -0.01486 0.68300 -2.34452
H 1.03558 -0.72117 -2.05213
H 2.11753 -0.65211 0.48393
H -1.37897 1.32823 0.32932
*
```

[2]
Molecular formula: C4H5NO2
Method: DFT, the ωB97M-V functional and the def2-TZVPD basis

## Properties
* frontier orbital gap: 11.45 eV
* SMILES: O=C1CCN=CO1
* molecular weight: 99.09 g mol⁻¹
* energy relative to the best compared isomer or geometry (same formula, charge and spin): 29.5 kcal per mole

Structure (ORCA input):
```
! wB97M-V def2-TZVPD RIJCOSX def2/J DEFGRID3
* xyz 0 1
O 0.75418 0.22372 -2.51779
C 0.42529 0.05120 -1.37968
C 0.34530 1.06533 -0.04231
C -0.66418 0.41586 0.92375
N -0.06076 -0.87598 1.22544
C 0.08319 -1.60020 0.20677
O -0.22959 -1.19823 -1.07293
H 1.25196 1.26734 0.57461
H 0.03318 2.00347 -0.50014
H -1.63057 0.30205 0.41628
H -0.86771 0.91970 1.88294
H 0.55971 -2.57425 0.28305
*
```

[3]
Molecular formula: C4H5NO2
Method: DFT, the ωB97M-V functional and the def2-TZVPD basis

## Properties
* frontier orbital gap: 9.64 eV
* SMILES: NC1=CCOC1=O
* molecular weight: 99.09 g mol⁻¹
* energy relative to the best compared isomer or geometry (same formula, charge and spin): 16.3 kcal per mole

Structure (ORCA input):
```
! wB97M-V def2-TZVPD RIJCOSX def2/J DEFGRID3
* xyz 0 1
N -1.12394 -1.38607 -0.85964
C -0.37307 -0.41876 -0.26467
C 0.43170 0.50293 -0.78356
C 1.27066 1.02425 0.31943
O 0.63297 0.60390 1.54181
C -0.36842 -0.25593 1.22484
O -1.15934 -0.71390 2.01060
H -1.57885 -1.13575 -1.72268
H -1.68320 -1.89550 -0.19951
H 1.26106 2.09605 0.13677
H 0.40483 0.98247 -1.75621
H 2.28561 0.59632 0.35283
*
```

[4]
Molecular formula: C4H5NO2
Method: DFT, the ωB97M-V functional and the def2-TZVPD basis

## Properties
* frontier orbital gap: 8.13 eV
* molecular weight: 99.09 g mol⁻¹
* energy relative to the best compared isomer or geometry (same formula, charge and spin): 87.5 kcal per mole

Structure (ORCA input):
```
! wB97M-V def2-TZVPD RIJCOSX def2/J DEFGRID3
* xyz 0 1
N -2.14051 -0.44542 -0.21826
C -0.98212 0.22345 0.06407
C 0.20716 -0.55243 0.12536
C 1.37351 0.16877 0.18866
O 2.58196 -0.42238 0.05835
C 1.25954 1.51600 0.61303
O -0.91682 1.46210 0.25778
H -2.97888 0.06459 -0.44273
H -2.05267 -1.37013 -0.61254
H 0.19109 -1.62216 0.26243
H 2.42146 -1.33862 -0.22461
H 1.03631 2.31622 -0.07153
*
```